Record 1
Entry from OMol25: a molecular structure, C40H44Cl2F3N7NiO3 at a distorted geometry (ωB97M-V/def2-TZVPD).

Positions of all 100 atoms, in Å:
Ni 19.575 -28.883 10.547
C 22.309 -28.144 11.328
O 21.875 -29.513 11.513
O 21.245 -27.513 10.646
C 22.689 -27.560 12.797
F 23.380 -26.437 12.779
F 21.607 -27.196 13.510
F 23.245 -28.516 13.568
C 22.769 -30.575 11.381
C 21.844 -31.849 11.511
H 21.808 -32.143 12.560
H 20.827 -31.622 11.189
H 22.113 -32.672 10.849
H 23.515 -30.589 12.177
H 23.179 -30.728 10.383
H 23.181 -28.099 10.676
O 18.656 -30.506 11.179
H 18.297 -31.331 11.560
N 18.808 -27.697 12.367
C 18.152 -28.336 13.402
C 17.828 -27.763 14.651
C 18.037 -26.410 14.859
C 18.559 -25.702 13.750
C 18.971 -26.357 12.572
H 17.954 -29.394 13.321
H 17.478 -28.357 15.481
H 17.813 -25.941 15.806
H 18.707 -24.637 13.846
H 19.459 -25.792 11.791
N 17.143 -36.268 11.555
C 18.323 -35.638 11.561
C 18.552 -34.371 11.042
C 17.458 -33.653 10.550
C 16.230 -34.268 10.633
C 16.064 -35.552 11.125
H 19.104 -36.247 11.994
H 19.562 -33.992 11.009
H 17.640 -32.703 10.068
H 15.314 -33.802 10.298
H 15.111 -36.059 11.164
N 20.284 -29.804 8.753
C 19.986 -31.094 8.380
C 20.504 -31.744 7.248
C 21.601 -31.183 6.574
C 21.830 -29.814 6.861
C 21.157 -29.185 7.872
H 19.206 -31.604 8.925
H 20.135 -32.721 6.974
H 22.110 -31.649 5.743
H 22.519 -29.243 6.256
H 21.342 -28.130 8.013
N 18.019 -28.064 9.516
C 16.690 -28.519 9.575
C 15.624 -28.029 8.811
C 15.890 -27.035 7.875
C 17.169 -26.478 7.848
C 18.167 -26.968 8.660
H 16.468 -29.354 10.224
H 14.576 -28.268 8.911
H 15.115 -26.572 7.283
H 17.429 -25.597 7.279
H 19.127 -26.474 8.644
N 17.309 -32.895 4.506
C 17.122 -31.546 4.245
C 16.707 -30.640 5.220
C 16.481 -31.098 6.506
C 16.796 -32.436 6.857
C 17.278 -33.238 5.818
H 17.230 -31.233 3.217
H 16.639 -29.602 4.931
H 16.223 -30.442 7.324
H 16.612 -32.900 7.815
H 17.508 -34.269 6.044
N 20.578 -33.154 16.649
C 20.991 -31.879 16.261
C 20.532 -31.225 15.132
C 19.643 -31.929 14.312
C 19.265 -33.248 14.635
C 19.765 -33.794 15.822
H 21.672 -31.414 16.958
H 20.791 -30.223 14.826
H 19.281 -31.399 13.444
H 18.671 -33.850 13.964
H 19.417 -34.764 16.143
N 14.053 -28.242 11.820
C 14.937 -27.385 12.462
C 14.678 -26.725 13.697
C 13.411 -26.941 14.253
C 12.523 -27.842 13.646
C 12.877 -28.470 12.457
H 15.884 -27.203 11.977
H 15.452 -26.149 14.182
H 13.199 -26.516 15.223
H 11.617 -28.084 14.181
H 12.092 -29.080 12.034
C 22.223 -23.920 10.915
Cl 23.323 -23.416 12.227
Cl 20.843 -22.763 10.911
H 22.723 -23.939 9.947
H 21.806 -24.910 11.095

* total charge: 0
* 2S+1: 3
* energy above the lowest of the compared OMol25 structures with the same formula, charge and spin: 0.0 kJ/mol
* total energy: -4887.8527 Eh
* max |F|: 4.30 eV Å⁻¹
* ⟨S²⟩: 2.004

Mulliken population analysis, charges in e, atoms 1 to 99:
1 Ni 0.86
2 C -0.24
3 O 0.15
4 O -0.74
5 C 0.58
6 F -0.26
7 F -0.22
8 F -0.28
9 C -0.84
10 C -0.46
11 H 0.32
12 H -0.21
13 H 0.48
14 H 0.31
15 H 0.26
16 H 0.34
17 O -0.04
18 H -0.41
19 N 1.46
20 C -0.67
21 C -0.65
22 C -0.83
23 C -0.70
24 C -0.73
25 H 0.43
26 H 0.48
27 H 0.52
28 H 0.51
29 H 0.34
30 N -0.60
31 C -0.35
32 C -0.32
33 C 0.44
34 C -0.68
35 C -0.31
36 H 0.42
37 H 0.40
38 H 0.08
39 H 0.39
40 H 0.38
41 N 1.16
42 C -0.34
43 C -0.64
44 C -0.76
45 C -0.57
46 C -0.73
47 H 0.60
48 H 0.47
49 H 0.44
50 H 0.43
51 H 0.38
52 N 0.63
53 C -0.75
54 C -0.99
55 C -0.33
56 C -0.69
57 C -0.41
58 H 0.78
59 H 0.48
60 H 0.50
61 H 0.44
62 H 0.44
63 N -0.61
64 C -0.40
65 C -0.37
66 C 0.00
67 C -0.26
68 C -0.36
69 H 0.38
70 H 0.39
71 H 0.43
72 H 0.40
73 H 0.45
74 N -0.61
75 C -0.44
76 C -0.67
77 C 0.31
78 C -0.46
79 C -0.32
80 H 0.38
81 H 0.51
82 H 0.47
83 H 0.40
84 H 0.39
85 N -0.17
86 C 0.02
87 C -0.61
88 C -0.39
89 C -0.38
90 C -0.33
91 H 0.37
92 H 0.44
93 H 0.37
94 H 0.36
95 H 0.35
96 C 0.51
97 Cl -0.17
98 Cl -0.21
99 H 0.30

Record 2
Entry from OMol25: a molecular structure, C40H44ClFGe2MoN3O3 (ωB97M-V/def2-TZVPD).

Positions of all 95 atoms, in Å:
Mo 1.632 0.236 1.516
F 0.623 -4.527 -1.890
C -0.183 -3.959 -0.967
C 0.335 -3.334 0.127
C -0.522 -2.784 1.083
C 0.074 -1.961 2.132
O 1.312 -1.910 2.275
C -0.861 -1.216 2.922
C -2.185 -1.460 2.801
N -2.742 -2.272 1.852
C -4.172 -2.437 1.783
C -5.056 -1.264 2.072
C -4.936 -1.772 0.668
C -1.915 -2.876 0.923
C -2.424 -3.525 -0.207
C -1.556 -4.037 -1.148
N -2.136 -4.640 -2.343
C -2.133 -6.138 -2.349
C -3.064 -6.611 -3.491
N -3.589 -5.427 -4.158
C -2.515 -4.653 -4.773
C -1.593 -4.128 -3.649
C -0.442 -0.037 3.780
O -1.094 0.231 4.776
O 0.544 0.629 3.298
H 1.403 -3.216 0.262
H -2.869 -0.960 3.473
H -4.513 -3.411 2.117
H -4.584 -0.317 2.293
H -5.965 -1.456 2.622
H -4.354 -1.173 -0.018
H -5.770 -2.307 0.233
H -3.491 -3.583 -0.373
H -2.463 -6.473 -1.369
H -1.099 -6.447 -2.492
H -3.896 -7.180 -3.081
H -2.506 -7.268 -4.167
H -3.126 -4.369 -2.372
H -4.318 -5.654 -4.817
H -2.948 -3.816 -5.318
H -1.926 -5.248 -5.480
H -1.587 -3.041 -3.576
H -0.575 -4.486 -3.747
Cl 3.928 -0.015 2.837
C 3.640 -0.377 1.050
H 3.870 -1.435 0.935
H 4.350 0.244 0.511
C 2.334 5.865 3.236
Ge 1.634 4.010 3.157
C 2.302 3.110 4.779
C -0.328 4.120 3.312
Ge 2.222 2.733 1.154
C 4.152 3.059 0.826
C 5.055 3.308 1.858
C 6.411 3.480 1.607
C 6.893 3.405 0.308
C 6.010 3.156 -0.734
C 4.657 2.984 -0.474
C 1.399 3.663 -0.399
C 1.128 2.977 -1.582
C 0.584 3.618 -2.688
C 0.291 4.974 -2.631
C 0.560 5.679 -1.466
C 1.112 5.028 -0.370
H 2.057 6.308 4.197
H 1.926 6.495 2.444
H 3.422 5.878 3.153
H 2.095 3.728 5.656
H 3.377 2.928 4.733
H 1.794 2.153 4.894
H -0.608 4.642 4.229
H -0.744 3.112 3.348
H -0.757 4.652 2.461
H 4.701 3.366 2.882
H 7.091 3.674 2.428
H 7.949 3.541 0.108
H 6.375 3.099 -1.753
H 3.978 2.797 -1.300
H 1.357 1.920 -1.634
H 0.386 3.057 -3.595
H -0.139 5.479 -3.488
H 0.343 6.740 -1.410
H 1.325 5.599 0.528
C 0.551 0.091 0.134
C -0.365 -0.103 -0.961
C 0.082 -0.478 -2.241
C -0.801 -0.591 -3.303
C -2.162 -0.354 -3.120
C -2.624 0.004 -1.859
C -1.742 0.128 -0.795
H 1.143 -0.638 -2.387
H -0.420 -0.838 -4.289
H -2.846 -0.397 -3.960
H -3.673 0.241 -1.722
H -2.091 0.464 0.176

* total charge: 0
* 2S+1: 2
* energy above the lowest of the compared OMol25 structures with the same formula, charge and spin: 0.0 kJ/mol
* total energy: -6722.5910 Eh
* max |F|: 0.57 eV Å⁻¹
* ⟨S²⟩: 0.785

Partial atomic charges computed with the Mulliken method, in multiples of e:
1 Mo -1.10
2 F -0.42
3 C 0.49
4 C -1.09
5 C 0.29
6 C 0.78
7 O -0.88
8 C 0.72
9 C -0.60
10 N 0.46
11 C -0.22
12 C -1.14
13 C -0.16
14 C 0.00
15 C -0.62
16 C -0.68
17 N 0.49
18 C -0.62
19 C -0.68
20 N -0.42
21 C -0.82
22 C 0.15
23 C 0.03
24 O -0.74
25 O -0.29
26 H 0.49
27 H 0.81
28 H 0.37
29 H 0.36
30 H 0.27
31 H -0.02
32 H 0.34
33 H 0.52
34 H 0.41
35 H 0.43
36 H 0.40
37 H 0.32
38 H 0.62
39 H 0.29
40 H 0.46
41 H 0.32
42 H -0.46
43 H 0.52
44 Cl -0.21
45 C -0.77
46 H 0.52
47 H 0.35
48 C -1.35
49 Ge 0.55
50 C -1.07
51 C -1.08
52 Ge 0.65
53 C -0.33
54 C 0.34
55 C -0.78
56 C -0.41
57 C -0.71
58 C -0.18
59 C -0.40
60 C -0.16
61 C -0.71
62 C -0.50
63 C -0.64
64 C 0.03
65 H 0.44
66 H 0.43
67 H 0.36
68 H 0.43
69 H 0.35
70 H 0.17
71 H 0.42
72 H 0.15
73 H 0.37
74 H 0.13
75 H 0.38
76 H 0.36
77 H 0.39
78 H 0.29
79 H 0.53
80 H 0.38
81 H 0.36
82 H 0.41
83 H 0.01
84 C -0.94
85 C 2.39
86 C -0.29
87 C -1.09
88 C -0.60
89 C -0.72
90 C -0.34
91 H 0.58
92 H 0.52
93 H 0.49
94 H 0.57
95 H 0.59

Record 3
Entry from OMol25: a molecular structure, C40H44FMgN2O3P2 at a distorted geometry (ωB97M-V/def2-TZVPD).

Positions of all 93 atoms, in Å:
Mg 11.874 12.809 8.705
C 12.511 8.237 11.386
N 11.760 9.089 10.458
C 10.480 8.558 10.022
C 12.151 10.269 10.013
O 11.410 10.905 9.231
C 13.460 10.874 10.499
O 13.429 12.199 9.971
C 14.719 12.796 9.852
C 14.566 13.875 8.790
O 13.456 13.987 8.245
N 15.532 14.739 8.567
C 15.368 15.790 7.566
C 16.816 14.793 9.274
H 13.347 8.814 11.918
H 12.954 7.370 10.957
H 11.856 7.887 12.224
H 10.305 7.565 10.480
H 10.433 8.505 8.924
H 9.673 9.209 10.379
H 14.327 10.389 10.073
H 13.558 10.843 11.571
H 15.437 12.034 9.515
H 15.047 13.195 10.785
H 16.123 16.559 7.665
H 14.401 16.297 7.786
H 15.327 15.370 6.559
H 16.912 13.982 10.036
H 16.896 15.733 9.785
H 17.617 14.690 8.582
C 11.866 12.265 15.256
C 10.732 12.834 14.359
P 11.009 12.948 12.549
C 12.391 14.268 12.393
C 12.236 15.427 11.640
C 13.307 16.321 11.588
C 14.531 16.071 12.166
C 14.697 14.850 12.841
C 13.602 14.016 13.033
C 9.531 13.877 12.034
C 8.842 13.532 10.894
C 7.600 14.147 10.592
C 7.219 15.198 11.369
C 7.938 15.633 12.442
C 9.072 14.945 12.793
P 12.715 10.710 14.600
C 11.413 9.427 14.963
C 11.388 8.507 16.041
C 10.286 7.656 16.163
C 9.199 7.732 15.288
C 9.234 8.665 14.252
C 10.344 9.467 14.073
C 14.007 10.461 15.901
C 14.053 11.187 17.126
C 15.185 11.171 17.897
C 16.301 10.416 17.492
C 16.245 9.642 16.358
C 15.082 9.612 15.553
H 11.527 12.126 16.288
H 12.596 13.076 15.357
H 10.437 13.810 14.765
H 9.869 12.153 14.444
H 11.304 15.659 11.181
H 13.238 17.280 11.132
H 15.263 16.876 12.217
H 15.583 14.609 13.449
H 13.673 13.051 13.480
H 9.158 12.771 10.161
H 6.997 13.838 9.746
H 6.306 15.748 11.177
H 7.535 16.394 13.048
H 9.643 15.269 13.652
H 12.183 8.427 16.744
H 10.186 6.995 17.010
H 8.341 7.129 15.536
H 8.371 8.706 13.629
H 10.342 10.138 13.219
H 13.200 11.808 17.385
H 15.217 11.671 18.864
H 17.224 10.413 18.115
H 17.012 9.010 16.044
H 15.086 9.116 14.637
F 6.318 14.067 6.485
C 7.612 13.803 6.801
C 8.035 12.516 6.988
C 9.349 12.339 7.417
C 10.229 13.415 7.683
C 9.755 14.670 7.301
C 8.459 14.891 6.822
H 7.366 11.696 6.732
H 9.762 11.379 7.639
H 10.401 15.567 7.341
H 8.074 15.851 6.485

* total charge: +1
* total energy: -2868.3772 Eh
* max |F|: 3.40 eV Å⁻¹

Partial atomic charges computed with the Mulliken method, in multiples of e:
1 Mg 1.22
2 C -0.88
3 N 0.19
4 C -1.01
5 C 0.44
6 O -0.60
7 C -0.25
8 O -0.09
9 C -0.60
10 C 0.53
11 O -1.14
12 N 0.16
13 C -0.96
14 C -1.03
15 H 0.19
16 H 0.40
17 H 0.35
18 H 0.41
19 H 0.34
20 H 0.29
21 H 0.82
22 H -0.18
23 H 0.62
24 H 0.21
25 H 0.39
26 H 0.32
27 H 0.31
28 H 0.35
29 H 0.39
30 H 0.40
31 C -1.73
32 C -1.25
33 P 1.48
34 C 0.67
35 C -0.82
36 C -0.82
37 C -0.90
38 C -0.84
39 C -0.72
40 C -0.11
41 C 0.21
42 C -1.15
43 C -0.30
44 C -1.19
45 C -0.09
46 P 1.36
47 C 0.59
48 C -0.86
49 C -0.57
50 C -0.67
51 C -1.06
52 C -0.29
53 C 0.27
54 C -0.45
55 C -0.57
56 C -0.49
57 C -0.62
58 C -0.62
59 H 0.77
60 H 0.75
61 H 0.58
62 H 0.51
63 H 0.59
64 H 0.51
65 H 0.49
66 H 0.47
67 H 0.43
68 H 0.40
69 H 0.46
70 H 0.38
71 H 0.47
72 H 0.28
73 H 0.51
74 H 0.39
75 H 0.40
76 H 0.53
77 H 0.45
78 H 0.30
79 H 0.40
80 H 0.33
81 H 0.47
82 H 0.49
83 F -0.38
84 C 0.47
85 C -0.79
86 C 0.00
87 C -0.63
88 C 0.03
89 C -0.72
90 H 0.41
91 H 0.43
92 H 0.34
93 H 0.40